This record from the OMol25 dataset describes a 14-piece molecular cluster, C28H84O18 overall. The level of theory is ωB97M-V/def2-TZVPD.

## Properties
Frontier orbital gap, eV: 10.1
Calculated total energy, eV: -67244.6440
Energy above the lowest of the compared OMol25 structures with the same formula, charge and spin, kJ/mol: 346.74

Each line ends with the Mulliken charge.
Element x y z (Å)
C  4.8721  -0.4577  -3.6671  -0.309
C  4.6109  -1.9456  -3.5581  -0.330
O  5.6403  -2.6641  -4.2019  -0.539
O  4.0319  0.2880  -2.8164  -0.450
H  4.5113  -0.1205  -4.6388  0.285
H  5.9279  -0.2928  -3.4521  0.210
H  3.6056  -2.2216  -3.8764  0.301
H  4.6585  -2.0814  -2.4777  0.229
H  6.4761  -2.6376  -3.7303  0.315
H  3.5419  0.8904  -3.3808  0.286
C  0.1128  2.1343  5.3347  -0.128
C  -0.2164  2.4484  6.8436  -0.687
O  -0.7613  3.7506  7.0385  -0.501
O  -1.1054  1.7633  4.7314  -0.433
H  0.6960  1.2137  5.3537  0.323
H  0.6396  2.9909  4.9143  0.176
H  0.7063  2.3233  7.4102  0.347
H  -0.8893  1.7382  7.3242  0.353
H  -1.6963  3.6556  6.8428  0.314
H  -1.7564  2.3711  5.0897  0.217
C  -4.9178  4.3091  -2.6362  -0.311
C  -5.2362  5.2779  -3.8021  -0.576
O  -4.0841  5.9920  -4.1693  -0.516
O  -5.0465  4.9701  -1.4493  -0.489
H  -3.9449  3.8473  -2.8046  0.295
H  -5.6616  3.5130  -2.6692  0.321
H  -6.0971  5.9002  -3.5578  0.294
H  -5.6911  4.6803  -4.5920  0.351
H  -3.8011  6.4427  -3.3703  0.326
H  -5.0896  4.2238  -0.8470  0.300
C  0.0980  3.6007  -7.2886  -0.492
C  0.7667  3.0287  -5.9697  -0.234
O  1.9135  3.7832  -5.5885  -0.479
O  0.7015  3.1473  -8.4886  -0.515
H  0.1812  4.6872  -7.2617  0.321
H  -0.9662  3.3906  -7.3960  0.334
H  1.0286  1.9739  -6.0524  0.182
H  -0.0057  3.1099  -5.2050  0.285
H  2.3939  3.9713  -6.3981  0.300
H  1.6565  3.2110  -8.4152  0.300
C  -1.4025  -3.7910  6.7979  -1.025
C  -1.0433  -2.9853  7.9885  -0.153
O  -0.9528  -3.8424  9.1472  -0.526
H  -0.6646  -4.5243  6.4724  0.310
H  -1.5416  -3.1580  5.9216  0.293
H  -2.3186  -4.3372  7.0226  0.297
H  -1.7386  -2.1606  8.1455  0.287
H  -0.0647  -2.5441  7.7994  0.219
H  -0.3137  -4.5215  8.9194  0.299
C  8.0557  0.5668  2.3246  -1.049
C  7.2931  0.0321  1.0870  -0.210
O  5.9206  -0.0578  1.3312  -0.471
H  7.4621  1.2846  2.8907  0.295
H  9.0192  1.0252  2.1020  0.326
H  8.3164  -0.1947  3.0596  0.274
H  7.6522  -0.9924  0.9893  0.206
H  7.5546  0.5405  0.1589  0.354
H  5.5260  0.2225  0.5022  0.271
C  -0.6887  -3.6879  -6.9193  -1.028
C  -0.5613  -2.1982  -7.1679  -0.164
O  -1.2806  -1.4558  -6.1727  -0.518
H  0.1679  -4.1624  -7.3980  0.320
H  -1.5233  -4.0389  -7.5263  0.326
H  -0.6757  -3.9758  -5.8681  0.286
H  -0.8781  -1.9606  -8.1834  0.250
H  0.4976  -1.9493  -7.0989  0.246
H  -2.2075  -1.7047  -6.1516  0.281
C  -4.3302  -5.5958  -2.5500  -1.104
C  -4.2999  -4.2776  -1.7899  -0.041
O  -3.0938  -4.2999  -1.1063  -0.504
H  -4.7202  -6.4125  -1.9426  0.300
H  -3.4191  -5.9345  -3.0433  0.288
H  -5.0997  -5.4668  -3.3111  0.336
H  -5.1664  -4.0110  -1.1849  0.237
H  -4.1843  -3.4018  -2.4284  0.217
H  -2.8118  -3.4339  -0.8027  0.271
C  -0.7395  0.9179  -0.7763  -0.869
C  0.0440  -0.0845  0.1264  -0.227
O  -0.8191  -0.6713  1.0847  -0.458
H  -0.0060  1.5412  -1.2879  0.321
H  -1.3453  1.5783  -0.1559  0.257
H  -1.3958  0.4534  -1.5122  0.239
H  0.8669  0.5034  0.5330  0.244
H  0.3461  -0.8745  -0.5612  0.233
H  -0.9451  -0.0939  1.8412  0.261
C  -7.5737  -0.1785  0.4352  -1.004
C  -6.0432  0.0320  0.4761  -0.273
O  -5.6820  1.2986  1.0450  -0.439
H  -7.7746  -1.1892  0.0797  0.318
H  -8.0632  0.5904  -0.1624  0.263
H  -8.0255  -0.1990  1.4270  0.325
H  -5.5384  -0.1630  -0.4701  0.314
H  -5.7047  -0.7663  1.1366  0.230
H  -5.8927  1.2039  1.9768  0.266
C  -3.0738  5.8220  3.4952  -1.023
C  -4.2951  5.4685  4.3475  -0.200
O  -4.1113  4.2247  4.9834  -0.478
H  -2.8135  5.2041  2.6358  0.289
H  -2.2182  5.8254  4.1705  0.260
H  -3.1537  6.8778  3.2362  0.338
H  -5.1898  5.3592  3.7346  0.328
H  -4.4817  6.2188  5.1158  0.225
H  -4.9700  3.7959  5.0021  0.282
C  1.6830  -7.3718  -1.4066  -1.068
C  2.3371  -6.3028  -2.1346  -0.056
O  3.7093  -6.5250  -2.3670  -0.536
H  2.1776  -7.4379  -0.4375  0.271
H  1.6792  -8.2905  -1.9932  0.306
H  0.6651  -7.0044  -1.2758  0.309
H  2.2371  -5.3716  -1.5769  0.233
H  1.8420  -6.1524  -3.0939  0.245
H  3.9814  -5.7717  -2.8962  0.297
C  3.8357  -5.1364  4.1229  -1.084
C  3.3783  -4.0223  3.1591  -0.128
O  3.4086  -2.8321  3.8859  -0.492
H  3.6463  -6.0487  3.5572  0.328
H  3.2416  -5.1780  5.0358  0.269
H  4.8792  -5.0541  4.4270  0.297
H  2.3682  -4.2942  2.8525  0.198
H  4.0187  -3.9480  2.2803  0.309
H  3.6549  -2.2365  3.1745  0.302
C  3.4953  4.3578  1.1652  -0.892
C  3.8554  5.6364  1.8463  -0.111
O  2.9145  6.6139  1.2555  -0.544
H  3.3488  4.5521  0.1027  0.288
H  2.5542  3.8937  1.4602  0.265
H  4.2867  3.6260  1.3270  0.241
H  4.9039  5.8912  1.6914  0.228
H  3.5783  5.5946  2.8996  0.242
H  2.6304  7.3157  1.8456  0.287

Force components x, y, z for each atom (eV/Å):
-1.2555 0.1702 -1.2893
0.8548 0.7162 1.5773
-0.5384 -0.6138 -0.8504
-0.2113 0.1507 1.0357
1.2652 -0.2142 -0.6897
0.0515 0.3288 -0.2309
0.3190 -0.2174 -0.4281
-0.2386 -0.6099 0.3007
-0.2110 0.2038 0.2862
-0.0548 0.0875 0.3467
-0.9564 -0.8389 2.7668
1.0866 -0.0434 -0.4348
0.2043 -0.2797 -0.2321
-0.1840 0.3638 -0.8281
0.4636 0.2491 -0.2934
-0.0897 -0.0510 -0.3261
0.1691 0.6156 0.1055
-0.1592 -0.4694 -0.5700
-0.2282 0.4180 0.0905
-0.4240 0.0924 -0.4207
-1.1828 -0.0967 -2.8379
-0.3391 -1.3394 0.8624
-0.2322 0.1574 -0.5112
0.3006 0.3023 1.8169
0.3119 0.1133 0.0090
-0.1522 -0.3420 -0.1850
0.1817 0.5040 0.5915
0.9512 -0.0158 -0.7020
0.1617 0.1872 0.0348
0.0033 0.4693 0.9663
0.8033 -0.2209 0.6870
-1.1880 0.6129 -1.1370
-0.3089 -0.1194 -0.0315
0.0452 -0.3827 -0.1479
0.0133 0.2385 0.3441
0.1098 -0.3763 0.3084
-0.1053 -0.1287 -0.3268
0.3026 0.1633 0.3180
0.2599 0.1206 0.0666
0.0641 0.0463 -0.0672
-0.8249 -0.4067 -1.0165
1.2495 -0.3935 0.3899
-0.3759 0.8132 -0.1702
0.3012 -0.0232 0.4083
-0.2581 0.1076 -0.0165
-0.1520 0.0024 -0.2680
-0.1478 -0.3301 0.4208
0.1628 0.3342 0.1825
0.0557 -0.0914 0.0545
-0.1010 0.3118 0.1582
1.8799 -1.0001 1.2881
-0.7594 0.5957 -0.4008
-0.1022 0.2191 -0.2718
-0.1031 0.1484 -0.4034
-0.3175 -0.4127 -0.2162
0.2243 -0.1988 -0.4491
-0.1942 0.3868 0.1234
-0.6021 -0.0622 0.1364
0.4059 -0.1444 -1.2789
-0.1108 -0.2918 0.9172
0.6141 0.4229 -0.2926
0.1859 -0.1888 0.0716
-0.4241 -0.4038 0.7140
-0.3559 0.1363 -0.1260
-0.1480 0.1627 -0.0283
-0.1555 0.5331 0.2901
0.0007 -0.2101 -0.2512
-1.9088 0.1471 -0.2666
1.1301 0.6742 -1.1328
1.4024 -0.4023 1.7566
0.2757 0.0161 0.2849
0.1503 0.5649 0.3002
-0.0159 -0.1902 -0.3659
-0.2507 -0.7582 0.3537
-0.5511 -0.1231 -0.9545
-0.1996 0.0975 0.0458
0.4245 -0.0057 0.5300
-1.6469 1.0099 -1.3244
0.3138 -0.4308 0.0679
-0.0607 0.0529 -0.2425
-0.0290 0.0518 0.0637
0.0857 -0.1823 0.0943
0.2586 -0.5582 0.3462
0.5540 -0.1457 0.4964
0.0750 0.2181 -0.0123
0.5815 0.0290 -0.2745
-0.9604 -0.6281 1.1341
-0.0086 -0.4608 -0.6074
-0.0751 0.0849 -0.5239
-0.1149 -0.2117 -0.0905
0.2460 0.4126 0.2207
-0.1773 0.6402 -0.1143
0.4772 -0.0861 0.1015
0.0625 0.2625 0.1089
0.1118 0.7338 1.1967
0.0115 -0.1525 -0.9966
0.2884 -0.9334 0.4318
-0.5276 -0.0642 0.0943
0.2190 -0.2727 0.0431
-0.1291 -0.0369 -0.5096
-0.0890 0.4661 -0.2275
0.1134 0.3162 -0.1361
0.1318 -0.1545 0.1816
-0.4598 -0.5172 0.6250
0.3762 1.7667 -1.1603
0.3999 -0.2525 -0.0428
-0.2133 -0.6168 0.0723
0.0511 -0.1730 0.3917
-0.2023 -0.4310 0.2692
-0.1728 0.2549 0.1412
-0.1999 0.0815 -0.2378
0.4312 -0.0760 -0.0676
-0.2218 -0.0913 -1.0197
0.1921 -1.8316 1.5466
0.0807 1.1208 -0.7035
0.3618 -0.4415 0.3201
-0.2091 0.2421 -0.1432
0.0160 0.0153 -0.2516
-0.2262 0.2283 -0.2742
0.0790 -0.2507 -0.0765
-0.0569 1.0429 0.5935
0.1468 -0.8157 -0.4851
-2.3429 1.0545 0.0690
0.8485 -0.4155 -0.2669
0.4363 -0.0367 -0.1307
-0.0161 0.3052 0.4886
0.0233 -0.1524 -0.2212
-0.1171 0.3063 0.0010
0.6048 -0.1053 0.2090
0.4119 -0.1597 0.3415